{"formula": "C39H62N15O6P", "method": "wB97M-V/def2-TZVPD", "e_lumo_ev": 0.17, "total_energy_ev": -85366.2857, "max_force_ev_per_a": 4.46, "e_homo_ev": -9.105, "species": ["C", "C", "C", "O", "P", "O", "O", "C", "C", "C", "C", "O", "C", "O", "O", "N", "C", "C", "C", "H", "H", "H", "H", "H", "H", "H", "H", "H", "H", "H", "H", "H", "H", "H", "H", "H", "H", "H", "H", "C", "C", "N", "H", "H", "H", "C", "C", "N", "H", "H", "H", "C", "C", "N", "H", "H", "H", "C", "C", "N", "H", "H", "H", "C", "C", "N", "H", "H", "H", "C", "C", "N", "H", "H", "H", "C", "C", "N", "H", "H", "H", "C", "C", "N", "H", "H", "H", "C", "C", "N", "H", "H", "H", "C", "C", "N", "H", "H", "H", "C", "C", "N", "H", "H", "H", "C", "C", "N", "H", "H", "H", "C", "C", "N", "H", "H", "H", "C", "C", "N", "H", "H", "H"], "positions_angstrom": [[-5.1651, -6.9957, 2.4165], [-4.5629, -6.5905, 1.4579], [-3.7253, -6.1109, 0.3393], [-4.4742, -5.9866, -0.8827], [-3.6762, -5.2563, -2.0770], [-4.4605, -5.4566, -3.2974], [-3.4710, -3.7580, -1.5941], [-3.5910, -2.7226, -2.5843], [-2.2713, -2.0384, -2.9497], [-1.5528, -1.2742, -1.7863], [-2.3285, -1.1718, -0.4761], [-1.6722, -0.1151, 0.3123], [-2.3024, -0.1321, 1.5352], [-3.3893, 0.3576, 1.6791], [-2.2621, -6.0774, -2.2087], [-1.0856, -5.2880, -2.0745], [-0.6998, -5.0545, -0.6969], [0.7490, -4.4893, -0.6015], [0.8379, -3.3352, 0.4355], [-5.5372, -7.3437, 3.3665], [-2.9176, -6.8473, 0.2217], [-3.2977, -5.1479, 0.6500], [-4.0921, -3.0139, -3.5140], [-4.2319, -1.9474, -2.1424], [-1.5393, -2.7048, -3.4259], [-2.5308, -1.2919, -3.7165], [-0.5601, -1.7254, -1.6564], [-1.3464, -0.2500, -2.1333], [-3.3762, -0.8750, -0.5775], [-2.1851, -2.1111, 0.0808], [-1.7582, -0.5754, 2.3913], [-1.1462, -4.4375, -2.6202], [-1.3499, -4.3132, -0.1898], [-0.7976, -5.9684, -0.0990], [1.0230, -4.1288, -1.6021], [1.3963, -5.2984, -0.2495], [1.7231, -3.4293, 1.0724], [0.8339, -2.3521, -0.0569], [-0.0337, -3.3316, 1.1030], [2.6534, -5.5951, 3.8274], [1.3099, -5.3979, 3.2802], [0.2562, -5.2381, 2.8530], [3.2043, -4.6555, 3.7980], [2.5903, -5.9387, 4.8613], [3.1872, -6.3381, 3.2372], [3.4547, -3.8456, 7.6748], [3.2822, -5.2376, 7.2613], [3.1401, -6.3326, 6.9443], [4.4742, -3.5228, 7.4710], [2.7618, -3.2092, 7.1268], [3.2556, -3.7540, 8.7414], [-6.8664, -1.9895, -0.1840], [-5.8458, -2.6230, 0.6547], [-5.0453, -3.1196, 1.3107], [-6.3931, -1.4651, -1.0122], [-7.5402, -2.7462, -0.5826], [-7.4387, -1.2770, 0.4070], [-0.5531, 4.1751, 1.6437], [-0.8380, 2.8804, 1.0178], [-1.0615, 1.8582, 0.5333], [-0.9751, 4.1912, 2.6477], [0.5218, 4.3323, 1.7082], [-0.9959, 4.9805, 1.0611], [0.9501, -8.4436, 9.9894], [1.1437, -7.0107, 10.2134], [1.2938, -5.8866, 10.3867], [1.8536, -8.9853, 10.2629], [0.1209, -8.8036, 10.5957], [0.7304, -8.6251, 8.9390], [-0.4898, 8.4763, 0.4946], [0.5266, 7.7327, 1.2420], [1.3389, 7.1686, 1.8287], [-0.0192, 9.0517, -0.2977], [-1.2058, 7.7856, 0.0528], [-1.0167, 9.1557, 1.1619], [1.3602, 12.1582, -1.1991], [0.1932, 11.3755, -1.6049], [-0.7367, 10.7709, -1.9037], [1.4696, 13.0205, -1.8534], [1.2360, 12.5010, -0.1724], [2.2542, 11.5449, -1.2692], [0.8041, 8.5321, -5.0186], [1.4023, 9.5930, -4.2095], [1.8679, 10.4297, -3.5768], [-0.2573, 8.7292, -5.1593], [1.2901, 8.4882, -5.9930], [0.9246, 7.5726, -4.5189], [3.7241, 4.8588, 3.0621], [3.5197, 3.5026, 2.5497], [3.3593, 2.4388, 2.1478], [4.7601, 5.1584, 2.9125], [3.0720, 5.5563, 2.5376], [3.4953, 4.8907, 4.1259], [4.6799, 9.0921, -7.5315], [3.4928, 8.3383, -7.9390], [2.5636, 7.7419, -8.2571], [4.8151, 9.9518, -8.1854], [4.5600, 9.4405, -6.5058], [5.5663, 8.4544, -7.5913], [8.0316, 7.6017, -4.9655], [7.7595, 7.7981, -6.3935], [7.5471, 7.9477, -7.5131], [7.7173, 6.6160, -4.6677], [9.0950, 7.7120, -4.7716], [7.4843, 8.3408, -4.3824], [-4.3898, -10.2234, 5.4984], [-5.1674, -8.9859, 5.4290], [-5.7781, -8.0158, 5.3712], [-4.8235, -10.9692, 4.8350], [-3.3624, -10.0303, 5.1948], [-4.3953, -10.6061, 6.5174], [-6.9841, -4.8663, -5.1704], [-7.7934, -3.8546, -4.4882], [-8.4275, -3.0626, -3.9492], [-6.1605, -5.1667, -4.5232], [-7.5954, -5.7366, -5.4029], [-6.5827, -4.4564, -6.0959], [8.1529, 3.3009, -3.4972], [8.4262, 4.7071, -3.1941], [8.6395, 5.8108, -2.9579], [9.0043, 2.6890, -3.2055], [7.2719, 2.9703, -2.9503], [7.9763, 3.1802, -4.5648]], "atomic_forces_ev_per_a": [[0.5037, 0.0402, 0.1003], [-0.1684, 0.0366, -0.3193], [-0.2289, -0.4044, 1.2063], [1.2672, 0.6669, -0.0809], [-1.6226, -2.1224, -0.2068], [0.1653, 0.6313, -0.2384], [0.4743, -0.6606, -0.6292], [0.0893, 1.5527, -0.5187], [0.1123, 0.4238, 0.4776], [-0.0803, 0.2812, -0.7154], [1.3605, -0.0223, 0.3405], [-1.5412, -4.1879, 0.0703], [-0.6298, 0.8578, -0.2736], [0.3786, -0.3866, 0.1537], [-0.6636, 1.7496, 0.6699], [1.4243, -0.8305, -0.0067], [-0.1126, 0.8449, 0.8267], [-0.7577, 0.0984, 0.4969], [-0.3084, 0.1637, -0.2811], [-0.1597, 0.2345, -0.5542], [-0.1534, 0.2661, -0.2210], [-0.1344, -0.1265, -0.1893], [0.0746, -0.6434, 0.4185], [0.0662, -0.3815, 0.0370], [-0.3877, -0.0412, -0.0108], [-0.0571, -0.3253, 0.1055], [-0.3322, 0.0839, 0.4281], [-0.0994, -0.2353, 0.1721], [0.1390, -0.3290, -0.0791], [-0.6815, 0.0689, -0.1918], [0.1995, 0.0407, -0.4507], [-0.3608, -0.0658, 0.0748], [-0.0439, -0.2536, -0.2777], [0.0905, 0.0274, -0.4618], [0.3201, -0.2741, 0.2721], [0.0979, 0.1215, -0.5733], [-0.1035, 0.1572, -0.2269], [0.2097, -0.2432, 0.1522], [0.2907, -0.1582, -0.0819], [-0.2195, -0.0026, -0.0384], [0.1103, -0.0260, 0.0500], [0.0435, -0.1246, 0.0545], [-0.0092, -0.0027, -0.0232], [-0.0085, 0.0066, -0.2532], [-0.0062, 0.0092, -0.0002], [-0.0014, -0.1155, -0.0200], [-0.0134, 0.0010, 0.2052], [0.0591, 0.1273, 0.1416], [-0.0080, -0.0139, -0.0066], [-0.0076, -0.0158, 0.0095], [-0.0427, -0.0447, -0.0113], [0.1084, -0.1323, 0.1340], [-0.0791, 0.0567, -0.0624], [0.0404, 0.0352, -0.0915], [-0.0330, -0.0001, -0.0037], [0.0204, 0.0115, -0.0374], [0.0230, 0.0042, -0.0020], [-0.0536, -0.2488, 0.0158], [0.0176, 0.0285, 0.0406], [1.3611, 3.7840, 0.3419], [0.0117, 0.0396, -0.0088], [-0.0090, -0.0019, -0.0206], [-0.0006, -0.0233, -0.0119], [0.0103, 0.1427, 0.0151], [-0.0153, -0.1167, -0.0446], [0.0452, 0.0050, -0.0259], [-0.0022, 0.0120, -0.0099], [0.0084, 0.0135, 0.0011], [0.0237, 0.0222, 0.0012], [0.1626, -0.1895, 0.1589], [0.0806, 0.0323, 0.0748], [-0.2176, 0.0660, -0.1619], [-0.0506, -0.0192, -0.0261], [0.0019, 0.0216, -0.0145], [0.0053, -0.0029, -0.0091], [-0.1316, -0.0395, 0.1254], [-0.0768, 0.1810, 0.1033], [0.0505, 0.0763, 0.1325], [0.0143, -0.0413, -0.0351], [-0.0566, 0.0163, -0.0233], [-0.0224, -0.0047, -0.0790], [0.0476, 0.1126, 0.0333], [-0.0081, -0.0868, -0.1169], [0.2157, -0.1868, -0.2709], [0.0091, 0.0249, 0.0348], [-0.0153, -0.0293, 0.0004], [0.0064, 0.0132, 0.0032], [-0.0387, -0.1162, -0.0998], [0.0398, 0.1027, 0.0608], [-0.0004, 0.0723, 0.0164], [-0.0023, -0.0240, 0.0030], [-0.0079, 0.0179, 0.0397], [-0.0038, -0.0082, -0.0101], [-0.1619, -0.2059, -0.0577], [0.0819, 0.0955, 0.0215], [0.0423, 0.0645, 0.1090], [0.0011, -0.0162, -0.0033], [-0.0280, 0.0122, -0.0132], [-0.3360, 0.2216, -0.0800], [-0.1820, 0.5017, -0.7276], [0.1767, 0.0695, 0.0960], [0.2725, -0.1372, 0.1967], [-0.0895, -0.0092, -0.0911], [-0.0103, -0.0558, 0.0189], [0.0162, -0.0147, 0.0156], [-0.0660, 0.1313, -0.0091], [0.0412, -0.1108, 0.0676], [0.0295, -0.1717, 0.1497], [-0.0010, 0.0153, -0.0003], [-0.0151, 0.0117, -0.0088], [-0.0089, 0.0095, -0.0076], [-0.0904, 0.1080, 0.0964], [0.0321, -0.0987, -0.0775], [0.0968, -0.0284, 0.0044], [0.0400, -0.0177, 0.0087], [-0.0282, 0.0310, 0.0079], [-0.0244, 0.0135, 0.0063], [0.0188, 0.1585, 0.0186], [0.0564, -0.1587, 0.1443], [0.1148, -0.5231, 0.4103], [-0.0021, 0.0151, 0.0001], [0.0085, 0.0113, 0.0015], [0.0031, 0.0028, 0.0103]], "lowdin_charge": [0.12, -0.09, -0.25, -0.15, 0.45, -0.23, -0.17, -0.21, -0.15, -0.14, -0.17, -0.20, -0.36, 0.08, -0.16, -0.06, -0.23, -0.20, -0.12, -0.03, 0.12, 0.10, 0.12, 0.11, 0.10, 0.12, 0.09, 0.12, 0.12, 0.11, 0.15, 0.08, 0.08, 0.11, 0.10, 0.10, 0.06, 0.06, 0.05, -0.07, -0.26, 0.15, 0.08, 0.02, 0.08, -0.06, -0.27, 0.13, 0.08, 0.09, 0.08, -0.05, -0.26, 0.17, 0.07, 0.08, 0.08, -0.06, -0.17, 0.19, 0.09, 0.06, 0.07, -0.07, -0.28, 0.12, 0.08, 0.08, 0.08, -0.06, -0.26, 0.14, 0.04, 0.08, 0.09, -0.09, -0.32, 0.13, 0.08, 0.08, 0.06, -0.05, -0.25, 0.15, 0.09, 0.05, 0.09, -0.08, -0.29, 0.12, 0.08, 0.03, 0.08, -0.07, -0.28, 0.12, 0.09, 0.08, 0.01, -0.09, -0.24, 0.13, 0.02, 0.08, 0.09, -0.06, -0.26, 0.14, 0.08, 0.08, 0.08, -0.07, -0.28, 0.11, 0.04, 0.08, 0.08, -0.05, -0.24, 0.14, 0.09, 0.09, 0.09]}